# 1
Computed, not measured: C4H5NO3 in the gas phase, with ωB97M-V/def2-TZVPD.

```
13
Properties=species:S:1:pos:R:3:forces:R:3
C -2.93169 0.35677 -0.09058 1.07 2.10 1.11
C -1.70262 0.75108 0.29927 1.30 -1.53 -0.93
C -0.69859 -0.18230 -0.06526 2.05 -0.74 0.32
C 1.78605 -0.67989 -0.12731 -0.93 -1.12 -0.14
N 2.99514 0.02423 0.08872 -0.15 0.56 0.42
O 2.96687 1.15135 0.57926 -0.09 -0.40 -0.33
O 4.02685 -0.57782 -0.22880 -0.57 0.05 0.09
O 0.64141 -0.02569 0.11464 0.41 0.60 0.23
H -3.73468 1.03278 -0.05223 -1.16 0.30 0.11
H -2.94898 -0.58898 -0.48547 -0.89 -2.01 -1.08
H -1.39248 1.65147 0.74392 -0.04 1.18 0.44
H -0.97872 -1.13331 -0.46222 -0.10 -0.51 -0.29
H 1.97146 -1.77971 -0.31392 -0.88 1.54 0.06
```
Forces are in eV/Å.

HOMO level (alpha / beta): -0.30218 / -0.32576 Ha
Relative energy (zero: lowest compared OMol25 entry of this formula, charge and spin): 172.5 kcal per mole

Here are the Mulliken charges for atoms 1 to 2, given in e: -0.84, 0.04

=====

# 2
Computed, not measured: C3H7N3 in the gas phase, with ωB97M-V/def2-TZVPD.

```
13
Properties=species:S:1:pos:R:3:forces:R:3
C 0.71870 1.19309 -0.22019 0.65 1.98 -0.66
C 0.71465 -1.20279 -0.25286 0.67 -0.91 -1.00
C -0.93654 -0.01689 1.03296 -0.70 0.04 -2.34
H 1.78977 1.15828 -0.45383 -0.07 0.05 0.07
H 0.22722 1.40601 -1.21892 -0.01 -0.47 0.85
H 0.56487 2.10801 0.42416 0.01 -1.11 -0.56
H 0.60197 -2.14313 0.33770 -0.29 0.91 -0.34
H 1.77989 -1.16973 -0.54814 -0.35 0.10 0.16
H 0.14644 -1.24611 -1.21006 0.11 -0.43 0.36
H -1.17806 -0.08064 2.06625 -0.03 -0.02 0.48
N 0.37367 -0.00928 0.45605 -1.22 -0.09 1.59
N -1.96351 -0.00485 0.17419 -1.40 -0.05 -0.73
N -2.83905 0.00803 -0.58731 2.64 0.01 2.13
```
Forces are in eV/Å.

HOMO level: -0.30619 Ha
Relative energy (zero: lowest compared OMol25 entry of this formula, charge and spin): 60.2 kcal per mole

Here are the Mulliken charges for atoms 1 to 2, given in e: -0.87, -0.89

=====

# 3
Computed, not measured: C7H11BO2 in the gas phase, with ωB97M-V/def2-TZVPD.

```
21
Properties=species:S:1:pos:R:3:forces:R:3
B 0.17723 -2.79666 -1.06819 3.85 0.17 1.68
C -2.62389 2.08302 2.68796 2.43 -0.31 0.20
C -1.32232 1.60267 2.49365 -0.16 0.50 3.64
C -0.88373 1.37253 1.22220 -0.43 -0.65 -0.55
C 0.26904 0.59086 0.88721 -0.87 1.47 0.64
C 0.40008 0.20779 -0.37989 1.88 -1.88 -1.55
C 1.52378 -0.71497 -0.97837 -0.45 3.12 -1.24
C 1.70305 -0.52573 -2.54641 1.76 1.59 0.25
O -1.06350 -2.55581 -1.09385 -2.41 0.66 -0.53
O 1.27185 -1.99426 -0.64754 -1.48 -3.79 -0.39
H 0.55617 -3.94624 -1.11569 -0.50 -0.25 -0.35
H -3.12133 2.37124 3.58073 0.05 -0.15 0.82
H -3.06172 2.40801 1.80067 -1.18 0.29 -1.34
H -0.60346 1.40311 3.39117 -1.51 0.18 -1.60
H -1.68311 1.66276 0.52110 0.96 -0.42 -0.48
H 0.95757 0.42114 1.71337 0.20 -0.20 -0.40
H -0.44709 0.33356 -1.03161 -0.14 0.40 -0.36
H 2.51566 -0.58665 -0.54130 -0.09 0.88 0.15
H 0.80443 -0.37158 -3.14363 -0.31 -0.13 0.39
H 2.25125 -1.38436 -2.97955 -0.26 0.32 0.41
H 2.38005 0.41955 -2.77203 -1.36 -1.81 0.62
```
Forces are in eV/Å.

HOMO level (alpha / beta): -0.35212 / -0.27177 Ha
Relative energy (zero: lowest compared OMol25 entry of this formula, charge and spin): 103.8 kcal per mole

Here are the Mulliken charges for atoms 1 to 2, given in e: 0.50, -0.98

=====

# 4
Computed, not measured: 2 unconnected molecules or ions with the total composition C12H28FN2O3PS, with ωB97M-V/def2-TZVPD.

```
48
Properties=species:S:1:pos:R:3:forces:R:3
C 2.61378 -0.82941 -0.11754 0.22 -0.02 -0.01
O 1.98949 -0.23197 -1.24240 -0.37 -0.06 0.23
C 1.53390 -1.12932 -2.23137 0.22 0.34 -0.03
C 0.21681 -0.60263 -2.83002 0.00 -0.06 -0.28
C -0.98003 -1.54850 -2.64184 0.32 0.14 0.29
C -1.76786 -1.41426 -1.32960 0.00 -0.51 -0.38
C -2.58524 -2.73437 -1.10912 0.13 -0.03 0.11
N -2.00830 -3.73334 -0.24816 0.00 0.05 0.06
C -0.88989 -1.06468 -0.14766 -0.01 0.56 0.08
O -1.73497 -0.74314 0.93554 -0.02 -0.21 0.01
C -2.22328 0.58903 0.81739 -0.23 -0.11 0.07
P -1.08614 1.88190 1.54410 1.18 0.56 0.84
S -1.92421 3.62790 1.27528 -0.17 -0.03 -0.11
C -2.66212 0.94217 -0.60683 -0.47 0.03 0.38
F -1.82021 1.73186 -1.30965 0.56 -0.05 -0.21
N -2.81320 -0.29006 -1.47617 0.06 0.19 -0.01
H 2.09050 -1.74446 0.18822 0.00 0.04 -0.02
H 2.57902 -0.11304 0.70183 -0.01 0.01 -0.06
H 3.65902 -1.08121 -0.32768 -0.05 -0.02 -0.02
H 2.28565 -1.19162 -3.02716 0.01 -0.17 0.07
H 1.41270 -2.13375 -1.80182 -0.06 0.02 -0.06
H 0.35528 -0.44648 -3.90120 -0.02 -0.02 0.02
H 0.03661 0.38681 -2.40283 -0.03 -0.03 -0.04
H -0.59698 -2.57391 -2.64358 -0.08 -0.01 -0.12
H -1.66797 -1.48916 -3.49370 -0.06 -0.03 0.09
H -3.57559 -2.49660 -0.70709 0.03 -0.05 0.01
H -2.72020 -3.19494 -2.09216 -0.21 0.12 0.01
H -1.08441 -4.03149 -0.53509 -0.08 -0.03 -0.01
H -1.98391 -3.43977 0.72059 0.07 0.02 -0.05
H -0.25116 -1.90387 0.11678 -0.11 -0.07 0.05
H -0.22701 -0.22084 -0.36064 0.03 -0.09 -0.11
H -3.10837 0.62262 1.45759 -0.04 0.06 -0.11
H -0.99721 1.45116 2.86054 -0.32 -0.41 -0.05
H 0.12946 1.62402 0.91434 -0.18 -0.20 -0.38
H -3.63191 1.43655 -0.57425 0.00 0.05 -0.13
H -3.75383 -0.65453 -1.31711 0.11 -0.19 0.03
H -2.78786 0.04341 -2.44301 -0.05 0.07 0.07
C 3.37180 1.42247 3.11133 0.10 -0.10 -0.20
C 2.23852 2.13506 2.35583 0.30 0.42 0.47
C 2.46686 3.65297 2.44680 0.10 0.04 -0.16
O 1.02165 1.78840 2.85732 -0.42 -0.08 -0.46
H 3.33166 1.70064 4.16646 -0.05 -0.04 0.01
H 3.25370 0.33757 3.03424 -0.04 0.01 0.08
H 4.36154 1.68431 2.71993 -0.02 0.02 -0.01
H 2.38719 1.88029 1.26958 -0.24 -0.05 -0.04
H 2.41685 3.96301 3.49330 -0.06 0.00 0.00
H 1.69018 4.18136 1.88977 -0.05 -0.01 0.06
H 3.43971 3.95382 2.04096 0.01 -0.03 0.00
```
Forces are in eV/Å.

HOMO level: -0.23346 Ha

Here are the Mulliken charges for atoms 1 to 2, given in e: -0.24, -0.36

=====

# 5
Computed, not measured: 8 unconnected molecules or ions with the total composition C14H46N14O8, with ωB97M-V/def2-TZVPD.

```
82
Properties=species:S:1:pos:R:3:forces:R:3
C 1.09071 -3.18538 -1.64082 -0.83 0.24 -0.35
O 2.27557 -3.07489 -1.35568 -0.37 0.06 0.03
N 0.59334 -4.21334 -2.40299 0.75 -0.34 -0.12
N 0.12337 -2.27661 -1.31159 1.40 0.15 0.54
H 1.25773 -4.95452 -2.55965 -0.28 -0.11 -0.04
H -0.38415 -4.42646 -2.36031 -0.04 -0.21 -0.03
H 0.44548 -1.48822 -0.74237 -0.64 -0.29 -0.22
H -0.82251 -2.34818 -1.62800 -0.08 0.09 -0.04
C -1.06568 0.16397 0.13992 -0.82 -0.09 -1.43
O 0.11056 -0.15237 0.40422 -0.17 0.44 0.66
N -1.39850 0.81143 -1.01187 0.68 0.04 0.40
N -2.12415 -0.21689 0.86814 0.37 -0.46 0.77
H -2.35808 1.05953 -1.23246 0.17 -0.29 -0.11
H -0.64188 1.17220 -1.56868 -0.05 0.04 -0.01
H -3.05979 0.08379 0.65780 -0.02 0.07 0.02
H -1.97285 -0.78594 1.69971 -0.19 0.55 -0.01
C 3.30901 -0.27305 2.59281 1.64 -0.14 0.62
O 4.41486 -0.31552 3.13715 -0.53 -0.04 -0.46
N 2.17550 -0.17289 3.32991 -0.74 0.10 0.21
N 3.10509 -0.32429 1.26097 -0.65 0.11 -0.48
H 1.26934 -0.08313 2.90364 0.01 -0.03 0.05
H 2.27863 -0.12488 4.32535 0.00 0.07 -0.03
H 3.82457 -0.53496 0.59780 0.22 0.00 0.27
H 2.15339 -0.29691 0.93697 0.03 -0.08 -0.30
C -3.61863 2.68099 2.71097 -1.42 -0.35 -0.48
O -4.31293 1.68649 2.48034 0.51 0.33 -0.17
N -4.19321 3.89930 2.93517 0.47 0.35 0.25
N -2.27524 2.73024 2.60393 1.36 -0.58 0.36
H -5.18532 4.00869 3.01739 -0.01 -0.21 0.11
H -3.58204 4.68365 3.07546 -0.26 0.18 -0.01
H -1.71030 3.27916 3.23280 -0.26 0.46 -0.20
H -1.79227 1.87097 2.38697 -0.40 -0.17 -0.13
C 1.28543 3.48255 0.32770 -0.41 0.06 -0.35
O 0.19138 3.75503 0.82386 0.57 0.17 0.27
N 2.31248 4.37963 0.17041 -0.31 -0.05 0.28
N 1.55029 2.24899 -0.16643 -0.53 0.95 0.16
H 3.03752 4.16480 -0.48601 0.20 0.25 0.09
H 2.19123 5.30786 0.52857 0.01 0.05 -0.20
H 2.45787 2.05818 -0.54798 -0.09 -0.82 0.07
H 0.83111 1.57954 0.08333 0.83 -0.51 -0.35
C -4.06854 2.44114 -1.77542 -0.23 -1.24 0.56
O -4.05553 1.22772 -2.01941 0.37 0.73 0.08
N -3.82867 3.40334 -2.69008 -0.12 1.21 -0.43
N -4.35632 2.91510 -0.53383 -0.20 0.23 0.44
H -4.05828 4.34617 -2.43008 0.19 0.06 -0.05
H -3.21736 3.31535 -3.47966 -0.17 -0.58 -0.05
H -4.16489 3.86686 -0.27689 0.14 0.02 -0.12
H -4.46585 2.29301 0.25547 -0.17 -0.24 -0.23
C 1.33437 0.38379 -3.57331 -0.02 0.07 -1.42
C 2.78970 -0.08628 -3.60982 -0.19 -1.00 0.41
C 3.65134 0.89492 -4.38972 -0.58 0.17 0.70
O 4.87354 0.32303 -4.79217 -0.26 0.22 -0.40
C 5.32404 0.81221 -6.04697 0.52 -0.29 0.37
N 3.20312 -0.26445 -2.22713 -0.01 0.72 1.52
H 1.26827 1.41902 -3.23336 -0.12 -0.15 0.51
H 0.66411 -0.31800 -3.08031 0.22 0.20 0.60
H 0.93881 0.40027 -4.59742 0.16 0.04 -0.08
H 2.81964 -1.08467 -4.06484 0.01 0.24 -0.65
H 3.79103 1.75652 -3.71989 0.41 0.03 0.03
H 3.07021 1.31245 -5.21802 0.09 -0.40 -0.34
H 5.29647 1.90293 -6.08685 0.02 0.06 -0.01
H 4.78547 0.39919 -6.90403 -0.35 -0.01 0.14
H 6.35419 0.46922 -6.13404 0.06 0.17 -0.06
H 2.69459 -1.01058 -1.76431 -0.18 -0.07 -0.31
H 4.16180 -0.44415 -1.96145 0.30 0.11 -0.99
C -0.36546 -2.06272 4.54847 0.42 -1.01 0.30
C -1.33940 -2.60448 3.51867 0.07 0.30 -1.04
C -1.79450 -4.02748 3.79441 -0.55 -0.35 0.37
O -2.66619 -4.50634 2.77424 0.12 0.52 -0.17
C -1.98739 -4.98273 1.63656 0.27 -0.65 -0.58
N -2.48459 -1.66702 3.36486 0.72 -1.16 0.42
H -0.32045 -0.97978 4.62973 -0.14 0.02 -0.32
H 0.62551 -2.45965 4.32058 0.10 0.25 0.06
H -0.59822 -2.45513 5.54419 -0.19 0.11 0.03
H -0.87101 -2.70960 2.53160 0.28 0.61 0.07
H -2.37768 -4.02831 4.72131 -0.06 -0.14 -0.01
H -0.98875 -4.75962 3.90737 0.33 0.29 0.10
H -1.19350 -4.36169 1.20560 -0.08 0.47 0.44
H -2.69774 -5.12670 0.82271 -0.26 -0.01 0.22
H -1.51274 -5.95058 1.83286 -0.07 -0.08 0.15
H -2.91151 -1.73365 4.28677 -0.60 0.53 -0.24
H -3.10858 -2.11722 2.69717 -0.37 0.02 0.33
```
Forces are in eV/Å.

HOMO level: -0.31831 Ha
Relative energy (zero: lowest compared OMol25 entry of this formula, charge and spin): 25.9 kcal per mole
SMILES string: COC[C@H](C)N.COC[C@H](C)N.NC(N)=O.NC(N)=O.NC(N)=O.NC(N)=O.NC(N)=O.NC(N)=O

Here are the Mulliken charges for atoms 1 to 2, given in e: 0.64, -0.67

=====

# 6
Computed, not measured: a molecular structure, C30H25Br2N2O2PZr, with ωB97M-V/def2-TZVPD.

```
63
Properties=species:S:1:pos:R:3:forces:R:3
Zr -0.06297 -0.81225 -1.34797 -0.07 0.10 -0.11
O -1.97101 -0.08183 -2.93853 0.03 0.03 0.04
N -1.46652 0.85796 -1.98829 0.01 -0.07 0.03
C -2.23806 1.84867 -1.72879 -0.02 -0.05 -0.07
C -1.96143 2.81635 -0.69426 0.03 0.01 0.06
C -2.82032 3.91744 -0.64496 -0.05 -0.01 -0.06
C -2.65196 4.90589 0.30904 0.01 0.02 0.02
C -1.62953 4.78799 1.23398 0.00 0.00 0.00
C -0.77385 3.68789 1.20893 0.00 0.00 0.00
C -0.91229 2.69912 0.24896 0.00 0.02 -0.01
P 0.21306 1.27545 0.30509 0.00 -0.11 0.07
C 1.51121 1.58037 -0.92443 0.00 0.01 -0.03
C 2.67301 0.79383 -0.88684 0.01 -0.01 0.00
C 3.62919 0.92374 -1.88552 0.01 0.00 0.00
C 3.43239 1.81474 -2.92819 -0.03 0.02 0.01
C 2.28201 2.59896 -2.97197 0.04 -0.01 -0.02
C 1.32541 2.48389 -1.98132 0.00 -0.01 0.04
C 0.92787 1.16185 1.94209 0.01 0.03 -0.01
C 0.24112 0.40088 2.88919 0.01 0.01 -0.02
C 0.72902 0.31090 4.18211 0.00 -0.02 0.03
C 1.90536 0.96425 4.52523 0.01 0.01 -0.03
C 2.59566 1.71406 3.58073 -0.02 -0.02 0.02
C 2.10742 1.81923 2.28787 0.03 0.02 -0.01
H -1.54229 0.12430 -3.78856 0.00 0.01 0.02
H -3.14043 1.96563 -2.32561 0.00 0.00 -0.01
H -3.62646 3.99654 -1.36437 0.01 -0.01 0.00
H -3.31872 5.75624 0.33484 -0.01 0.00 -0.01
H -1.49284 5.55085 1.98874 0.01 0.00 0.00
H 0.00526 3.60615 1.95539 0.00 0.01 0.00
H 2.83898 0.10489 -0.06805 0.01 0.00 0.00
H 4.53286 0.33074 -1.84164 -0.01 -0.01 0.01
H 4.18137 1.91357 -3.70243 0.00 0.00 0.00
H 2.14485 3.31220 -3.77379 -0.01 0.00 0.00
H 0.45084 3.12239 -2.00487 0.00 0.00 -0.01
H -0.67494 -0.11340 2.61845 0.00 -0.01 0.01
H 0.19796 -0.27134 4.92323 -0.01 0.00 -0.01
H 2.28780 0.88730 5.53419 0.00 0.00 0.00
H 3.51112 2.22128 3.85353 0.00 0.00 0.00
H 2.64407 2.40892 1.55425 0.00 0.00 0.00
C -2.88924 -2.91964 -2.34485 -0.02 0.00 0.00
C -2.23617 -3.36048 -1.07280 0.04 0.05 -0.03
C -2.78969 -4.42274 -0.34310 -0.01 0.00 -0.01
C -2.20684 -4.85386 0.81644 0.00 -0.03 0.02
C -1.01688 -4.25190 1.26909 -0.03 0.01 0.00
C -0.28512 -4.64028 2.42427 0.01 -0.02 0.00
Br -0.91983 -6.02859 3.52329 0.01 0.04 -0.03
C 0.88912 -4.01932 2.74191 0.02 -0.05 0.08
C 1.39986 -2.98539 1.93188 -0.01 0.03 -0.04
Br 3.02984 -2.17054 2.35937 0.01 0.01 0.01
C 0.71512 -2.58105 0.81829 0.01 -0.01 0.03
O 1.13650 -1.62726 -0.03443 0.04 -0.05 0.05
C -0.50594 -3.20220 0.49053 -0.01 0.01 0.00
N -1.13162 -2.73495 -0.65293 -0.06 0.02 -0.04
H -3.53946 -3.70473 -2.72291 0.00 0.01 -0.01
H -2.15152 -2.69230 -3.11416 0.01 -0.01 0.01
H -3.50279 -2.03229 -2.18128 -0.01 -0.01 0.00
H -3.68434 -4.89668 -0.72058 0.00 -0.01 0.01
H -2.63791 -5.67152 1.37906 0.00 0.00 0.00
H 1.44597 -4.32898 3.61528 0.01 0.02 0.00
C 1.05617 -1.00489 -3.21180 -0.05 0.00 -0.06
H 1.25840 -0.08238 -3.76397 0.01 0.01 0.02
H 0.46870 -1.67361 -3.86079 0.00 0.00 0.01
H 2.01346 -1.50009 -3.03129 0.01 0.01 0.01
```
Forces are in eV/Å.

HOMO level: -0.49781 Ha
Net charge: +2
Relative energy (zero: lowest compared OMol25 entry of this formula, charge and spin): 0.3 kcal per mole

Here are the Mulliken charges for atoms 1 to 2, given in e: 1.37, -0.41